{"formula": "C31H33BrCl2N7O5V", "method": "the ωB97M-V functional and the def2-TZVPD basis", "symbols": ["V", "O", "C", "C", "C", "C", "C", "C", "N", "H", "H", "H", "H", "H", "H", "H", "Cl", "C", "C", "C", "Cl", "C", "O", "C", "C", "O", "C", "H", "H", "H", "N", "C", "C", "C", "C", "N", "C", "N", "N", "C", "O", "O", "H", "H", "H", "H", "H", "H", "H", "H", "H", "H", "H", "H", "H", "H", "Br", "C", "C", "C", "C", "C", "C", "N", "C", "C", "C", "C", "C", "C", "N", "H", "H", "H", "H", "H", "H", "H", "H", "H"], "positions_angstrom": [[-0.7137, -1.0828, -0.4071], [-1.4277, -1.2679, -2.3812], [-2.6830, -1.9291, -2.5071], [-2.8986, -2.9050, -1.3824], [-3.8534, -3.9079, -1.4848], [-4.1055, -4.7097, -0.3885], [-3.3942, -4.4933, 0.7838], [-2.4469, -3.4919, 0.7969], [-2.1919, -2.7178, -0.2648], [-1.5918, -0.3072, -2.6284], [-2.7420, -2.4384, -3.4695], [-3.4859, -1.1867, -2.4642], [-4.3956, -4.0428, -2.4120], [-4.8519, -5.4914, -0.4429], [-3.5705, -5.0857, 1.6702], [-1.8701, -3.2866, 1.6896], [-6.2679, 4.2920, 0.6304], [-5.0826, 3.0593, 0.3328], [-4.9059, 2.0362, 1.2651], [-3.9613, 1.0652, 1.0480], [-3.7888, -0.2206, 2.1932], [-3.1200, 1.0558, -0.1020], [-2.1868, 0.1818, -0.2121], [-3.3832, 2.0723, -1.0665], [-2.7479, 2.1523, -2.3669], [-2.0623, 1.3200, -2.9467], [-4.3388, 3.0739, -0.8140], [-5.5086, 2.0070, 2.1629], [-2.9416, 3.1018, -2.8951], [-4.4989, 3.8562, -1.5465], [-0.1714, -1.0132, 1.7050], [1.0031, -0.1842, 2.0852], [1.9099, -0.9585, 3.0462], [3.1958, -0.2755, 3.5178], [4.1253, 0.2268, 2.4140], [3.5722, 1.4441, 1.8502], [4.0861, 2.1204, 0.8645], [5.2863, 1.8063, 0.3259], [3.3856, 3.1385, 0.3378], [0.4807, 1.1789, 2.6473], [1.3510, 2.1077, 2.7627], [-0.6925, 1.2303, 3.0036], [-0.9531, -0.5983, 2.2315], [-0.0260, -1.9583, 2.0439], [1.5720, 0.0422, 1.1838], [2.1858, -1.8967, 2.5463], [1.3240, -1.2322, 3.9283], [3.7515, -0.9949, 4.1206], [2.9572, 0.5634, 4.1757], [4.2500, -0.5348, 1.6327], [5.1107, 0.4219, 2.8506], [2.5655, 1.7709, 2.2410], [5.9121, 1.2138, 0.8407], [5.6899, 2.3909, -0.3835], [2.4607, 3.3260, 0.6997], [3.8079, 3.8160, -0.2692], [0.2974, 6.2955, -1.4965], [0.4476, 4.4160, -1.3941], [1.0616, 3.7220, -2.4270], [1.1760, 2.3439, -2.3468], [0.6772, 1.6647, -1.2393], [0.0264, 2.3662, -0.2321], [-0.0781, 3.7460, -0.2987], [0.7875, 0.2518, -1.1000], [1.8552, -0.3329, -1.5184], [1.9636, -1.7684, -1.3900], [3.0716, -2.4693, -1.8629], [3.1015, -3.8403, -1.7393], [2.0132, -4.4794, -1.1497], [0.9452, -3.7234, -0.7208], [0.9036, -2.3839, -0.8343], [1.4272, 4.2522, -3.2958], [1.6056, 1.7964, -3.1764], [-0.4108, 1.8389, 0.6076], [-0.5759, 4.2888, 0.4941], [2.6845, 0.2310, -1.9371], [3.8868, -1.9248, -2.3221], [3.9464, -4.4130, -2.0974], [1.9921, -5.5543, -1.0360], [0.0712, -4.1844, -0.2798]], "lowdin_charge": [0.804, -0.148, -0.133, -0.222, 0.006, -0.031, -0.034, -0.120, 0.044, 0.073, 0.138, 0.146, 0.127, 0.119, 0.116, 0.110, 0.674, -0.668, -0.107, -0.552, 0.742, -0.355, -0.195, -0.118, -0.178, 0.019, -0.066, 0.113, 0.133, 0.116, 0.017, -0.271, -0.136, -0.163, -0.174, 0.073, -0.453, 0.195, 0.215, -0.609, -0.014, 0.039, 0.065, 0.083, 0.108, 0.117, 0.132, 0.119, 0.125, 0.125, 0.123, 0.058, 0.104, 0.115, 0.105, 0.121, 0.777, -0.700, -0.119, -0.024, -0.251, -0.021, -0.100, 0.037, -0.060, -0.241, 0.001, -0.037, -0.030, -0.085, 0.028, 0.107, 0.120, 0.102, 0.123, 0.135, 0.122, 0.119, 0.116, 0.109], "homo_lumo_gap_ev": [5.8, 6.2], "multiplicity": 4, "total_charge": 1, "e_tot_ha": -6399.00664, "e_above_lowest_ev": 0.5255, "homo_energy_ev": [-9.3, -9.9]}


{"formula": "C31H33Cl3N3PdSSb2Si", "method": "the ωB97M-V functional and the def2-TZVPD basis", "symbols": ["Pd", "C", "C", "C", "Sb", "C", "C", "C", "C", "C", "C", "C", "C", "C", "C", "C", "C", "Sb", "C", "C", "C", "C", "C", "C", "C", "C", "C", "C", "C", "C", "H", "H", "H", "H", "H", "H", "H", "H", "H", "H", "H", "H", "H", "H", "H", "H", "H", "H", "H", "H", "H", "H", "H", "H", "H", "H", "Cl", "Si", "Cl", "Cl", "C", "C", "C", "N", "N", "C", "N", "S", "H", "H", "H", "H", "H", "H", "H"], "positions_angstrom": [[-0.3874, -0.8151, 0.4209], [-3.3468, -1.8709, -2.0524], [-4.0018, -0.4859, -1.9896], [-3.0310, 0.6909, -2.0800], [-2.0395, 1.2069, -0.2525], [-3.7186, 1.7925, 0.8956], [-4.1523, 3.1148, 0.8254], [-5.3005, 3.5014, 1.5025], [-6.0169, 2.5737, 2.2457], [-5.5860, 1.2567, 2.3162], [-4.4366, 0.8643, 1.6447], [-1.2280, 3.1016, -0.7334], [-1.2825, 3.6115, -2.0282], [-0.7511, 4.8644, -2.3046], [-0.1652, 5.6098, -1.2907], [-0.1123, 5.1064, 0.0016], [-0.6414, 3.8547, 0.2806], [-2.4355, -2.6438, -0.2530], [-4.1611, -2.6357, 0.9661], [-3.9826, -2.7438, 2.3479], [-5.0754, -2.7128, 3.2015], [-6.3576, -2.5882, 2.6840], [-6.5475, -2.5009, 1.3105], [-5.4560, -2.5258, 0.4561], [-0.7851, -1.0386, 2.4050], [-1.6056, -0.2183, 3.1703], [-1.9895, -0.6011, 4.4485], [-1.5427, -1.8015, 4.9813], [-0.7091, -2.6198, 4.2303], [-0.3316, -2.2413, 2.9483], [-2.5712, -1.8897, -2.8229], [-4.0878, -2.6178, -2.3455], [-4.6293, -0.3900, -1.0986], [-4.6866, -0.4027, -2.8392], [-3.5740, 1.6023, -2.3404], [-2.2692, 0.5242, -2.8433], [-3.6003, 3.8490, 0.2509], [-5.6337, 4.5295, 1.4491], [-6.9110, 2.8795, 2.7730], [-6.1392, 0.5279, 2.8943], [-4.1066, -0.1641, 1.7211], [-1.7390, 3.0413, -2.8284], [-0.8014, 5.2612, -3.3103], [0.2481, 6.5858, -1.5079], [0.3430, 5.6863, 0.7935], [-0.5912, 3.4726, 1.2937], [-2.9873, -2.8377, 2.7670], [-4.9232, -2.7887, 4.2706], [-7.2111, -2.5686, 3.3494], [-7.5474, -2.4152, 0.9052], [-5.6255, -2.4587, -0.6116], [-1.9435, 0.7370, 2.7909], [-2.6311, 0.0493, 5.0297], [-1.8324, -2.0944, 5.9819], [-0.3470, -3.5537, 4.6403], [0.3228, -2.8913, 2.3786], [2.6966, -0.9706, 2.0565], [1.2795, 0.3763, 1.4601], [2.2199, 1.5180, -0.0055], [0.9697, 1.7300, 2.9582], [0.1767, -4.5222, -4.6853], [1.1375, -4.1381, -3.5602], [0.8961, -2.7579, -3.0466], [0.5190, -2.4867, -1.8504], [0.3362, -1.1396, -1.6282], [0.6002, -0.4055, -2.6780], [0.4630, 0.9428, -2.7152], [1.0792, -1.3389, -4.0465], [0.3720, -5.5413, -5.0139], [0.2896, -3.8675, -5.5507], [-0.8590, -4.4655, -4.3487], [2.1713, -4.2147, -3.9036], [1.0282, -4.8075, -2.7074], [0.6431, 1.4247, -1.8416], [0.8382, 1.4208, -3.5188]], "lowdin_charge": [0.351, -0.438, -0.360, -0.351, 1.525, -0.361, -0.111, -0.069, -0.065, -0.060, -0.132, -0.413, -0.139, -0.072, -0.065, -0.063, -0.151, 1.376, -0.471, -0.154, -0.070, -0.077, -0.073, -0.137, -0.438, -0.195, -0.073, -0.079, -0.080, -0.180, 0.036, 0.047, 0.078, 0.115, 0.066, 0.047, 0.095, 0.111, 0.110, 0.104, 0.070, 0.089, 0.109, 0.111, 0.114, 0.068, 0.071, 0.110, 0.110, 0.110, 0.090, 0.063, 0.114, 0.109, 0.112, 0.089, 0.317, -0.711, 0.292, 0.347, -0.094, -0.232, -0.592, -0.010, -0.140, -0.708, 0.097, 1.141, 0.081, 0.068, 0.078, 0.118, 0.119, -0.005, 0.110], "homo_lumo_gap_ev": [7.7, 6.2], "multiplicity": 3, "total_charge": 1, "e_tot_ha": -4041.89840, "e_above_lowest_ev": 0.3387, "homo_energy_ev": [-10.0, -11.2]}


The records above give, respectively, max |F| values of 0.98, 0.10 eV/A.